The following is a DFT calculation (the ωB97M-V functional and the def2-TZVPD basis) of C34H52NNdO5Si as an isolated structure in a non-equilibrium geometry.

XYZ file:
```
94
Properties=species:S:1:pos:R:3:forces:R:3:lowdin_spin:R:1
C -2.0550 1.3467 1.0157 -0.64 -0.12 -0.15 -0.005
C -2.1028 1.2852 -0.4069 -0.21 -0.27 0.38 -0.006
C -2.4065 -0.0513 -0.7805 -0.26 0.02 0.01 -0.001
H -1.9866 2.1302 -1.0817 0.08 -0.26 0.14 0.000
C -2.5652 -0.8149 0.4089 -0.17 0.26 0.02 -0.003
C -2.3370 0.0449 1.5153 -0.65 0.15 -0.07 -0.002
H -2.8799 -1.8588 0.4616 0.25 0.31 -0.02 0.000
C 2.0431 1.6984 0.4333 0.35 0.64 -0.28 0.000
C 1.0807 2.0958 -0.5363 0.51 0.02 0.09 -0.004
C 1.1591 1.1835 -1.6266 0.63 -0.26 -0.04 -0.004
H 0.4519 2.9866 -0.4851 0.13 -0.44 0.05 0.000
C 2.2042 0.2442 -1.3379 -0.16 0.66 0.01 -0.002
C 2.7272 0.5628 -0.0526 -0.18 0.10 -0.25 -0.005
H -2.6004 -0.4125 -1.7957 0.26 0.13 0.40 0.000
H -2.3900 -0.2204 2.5710 0.14 0.04 -0.47 0.000
H -1.8973 2.2356 1.6313 0.15 -0.42 -0.30 0.000
H 3.5521 0.0442 0.4483 -0.40 0.25 -0.16 0.000
H 0.5441 1.2067 -2.5325 0.31 0.03 0.41 0.000
H 2.2940 2.2416 1.3484 -0.33 -0.45 -0.40 0.000
Nd 0.0707 -0.1469 0.4775 0.37 0.81 0.36 3.036
C 2.8313 -0.7828 -2.2677 -0.51 -0.09 0.41 0.000
C 4.3570 -0.5863 -2.3163 0.11 -0.11 -0.04 0.000
C 2.2677 -0.6689 -3.6890 0.03 -0.08 -0.05 0.000
H 4.6238 0.4182 -2.6688 -0.18 -0.20 0.10 0.000
H 4.7983 -1.3192 -3.0042 -0.01 0.11 0.06 0.000
H 4.8212 -0.7363 -1.3326 -0.16 0.09 -0.21 0.000
H 2.4744 0.3286 -4.1098 -0.13 -0.35 0.21 0.000
H 1.1828 -0.8446 -3.7157 0.20 0.09 0.01 0.000
H 2.7532 -1.4116 -4.3379 -0.12 0.12 0.07 0.000
C 2.5985 -2.2225 -1.6980 0.41 -0.28 -0.43 0.000
C 1.1742 -2.6769 -1.5126 -1.02 1.31 1.78 0.001
H 3.0948 -2.2931 -0.7100 -0.29 0.01 -0.44 0.000
H 3.0879 -2.9363 -2.3853 0.00 0.18 0.31 0.000
O 0.4074 -2.1339 -0.6440 1.34 -1.78 -1.81 -0.001
N 0.7273 -3.7029 -2.2131 -0.07 -0.99 -0.43 0.000
C -0.5863 -4.3498 -2.0039 0.60 0.08 -0.21 0.000
H 1.3507 -4.1581 -2.8749 -0.15 0.36 0.36 0.000
C -1.6904 -3.6787 -2.7678 -0.40 0.12 -0.07 0.000
C -2.9636 -3.5971 -2.1944 0.27 0.00 -0.26 0.000
H -3.1104 -4.0324 -1.2033 -0.09 0.27 -0.23 0.000
C -4.0074 -2.9953 -2.8930 0.13 -0.08 -0.14 0.000
H -4.9928 -2.9336 -2.4274 0.28 0.06 -0.23 0.000
C -3.7789 -2.4920 -4.1801 0.18 -0.02 0.15 0.000
H -4.5888 -2.0110 -4.7272 0.19 -0.14 0.12 0.000
C -2.5101 -2.5957 -4.7626 0.05 -0.14 0.27 0.000
H -2.3272 -2.2229 -5.7702 -0.12 -0.05 0.25 0.000
C -1.4618 -3.1924 -4.0531 -0.41 0.07 -0.05 0.000
H -0.4694 -3.3036 -4.4991 -0.35 0.18 0.06 0.000
H -0.8171 -4.3582 -0.9385 0.13 -0.02 -0.05 0.000
H -0.4559 -5.3807 -2.3615 -0.09 0.18 0.23 0.000
C -2.0554 -0.3082 6.5345 -0.05 0.01 0.21 0.000
C -2.1016 0.7988 5.4868 0.94 -0.27 -0.77 0.000
C -3.4364 0.7333 4.7525 -0.18 0.03 0.00 0.000
C -1.9214 2.1688 6.1082 -0.24 0.22 0.32 0.000
O -1.0197 0.5193 4.5332 -0.82 0.02 0.63 0.000
Si 0.3056 1.1424 3.7763 -0.50 -0.35 -0.04 0.000
O 0.6334 0.1241 2.5735 -0.14 0.27 0.55 -0.005
O -0.0858 2.6379 3.1963 0.46 0.99 0.27 0.000
C 0.3581 4.0083 3.5170 -0.32 -0.98 -0.21 0.000
C -0.7718 4.9162 3.0298 0.03 0.22 0.13 0.000
C 0.6415 4.1293 5.0058 0.08 0.66 0.49 0.000
C 1.6296 4.3344 2.7470 0.18 0.19 -0.16 0.000
O 1.5274 1.3535 4.8655 0.98 -0.72 -0.03 0.000
C 2.7715 0.6109 5.1221 -0.93 0.53 -0.06 0.000
C 3.1070 -0.2975 3.9527 0.57 -0.45 -0.01 0.000
C 3.8776 1.6368 5.3357 0.25 0.02 0.00 0.000
C 2.5724 -0.1686 6.4176 0.07 -0.20 0.07 0.000
H -2.9133 -0.1927 7.2133 0.22 -0.09 -0.09 0.000
H -1.1327 -0.2637 7.1276 -0.16 0.01 -0.18 0.000
H -2.1230 -1.2924 6.0530 0.05 0.25 0.08 0.000
H -4.2408 0.9932 5.4550 0.14 -0.06 -0.15 0.000
H -3.4773 1.4347 3.9107 0.09 -0.14 0.15 0.000
H -3.6311 -0.2807 4.3852 0.06 0.19 0.00 0.000
H -0.9573 2.2370 6.6251 -0.12 0.03 -0.22 0.000
H -2.0102 2.9452 5.3377 0.16 -0.21 0.17 0.000
H -2.7094 2.3655 6.8541 0.19 -0.16 -0.21 0.000
H -0.9381 4.7756 1.9512 0.07 -0.02 0.31 0.000
H -1.7185 4.7246 3.5551 0.30 -0.04 -0.09 0.000
H -0.4868 5.9661 3.1990 -0.14 -0.24 -0.05 0.000
H 1.3756 3.3787 5.3196 -0.35 0.26 -0.10 0.000
H 1.0707 5.1187 5.2387 -0.19 -0.19 -0.21 0.000
H -0.2683 4.0298 5.6067 0.28 -0.01 -0.19 0.000
H 2.4463 3.6604 3.0412 -0.21 0.11 -0.13 0.000
H 1.4522 4.2788 1.6652 0.12 -0.11 0.23 0.000
H 1.9498 5.3642 2.9766 -0.12 -0.31 -0.04 0.000
H 2.3352 -1.0558 3.7891 0.08 0.29 -0.05 0.000
H 3.2627 0.2840 3.0360 -0.24 -0.14 0.15 0.000
H 4.0486 -0.8334 4.1544 -0.16 0.20 0.10 0.000
H 3.6312 2.3243 6.1554 -0.01 -0.14 -0.21 0.000
H 4.7962 1.0954 5.6061 -0.15 0.22 -0.05 0.000
H 4.0837 2.2173 4.4274 -0.14 -0.10 0.16 0.000
H 2.3249 0.5209 7.2377 -0.01 -0.21 -0.24 0.000
H 1.7754 -0.9149 6.3108 0.10 0.20 0.02 0.000
H 3.5034 -0.6939 6.6794 -0.24 0.10 -0.04 0.000
```
Positions in Å, forces in eV/Å.

As for the expectation value of S²: 3.75. The spin multiplicity is 4. The strongest force on any atom comes out at 2.87 eV Å⁻¹. The value obtained for the total energy is -70992.7406 eV. As for the energy above the lowest of the compared OMol25 structures with the same formula, charge and spin: 0.0 kJ/mol. For the frontier orbital gap (alpha / beta), the calculation gives 7.7 / 7.7 eV. The lowest unoccupied orbital energy (alpha / beta) is 0.0802 / 0.0806 eV. The HOMO energy (alpha / beta) comes out at -0.27983 / -0.28049 Eh.


The following is a DFT calculation (the ωB97M-V functional and the def2-TZVPD basis) of a 2-piece molecular cluster, C4H9NO overall in a non-equilibrium geometry.

XYZ file:
```
15
Properties=species:S:1:pos:R:3:forces:R:3:nbo_charge:R:1
C 1.9979 1.5808 -1.2527 -0.34 -0.58 -0.43 -0.488
C 2.0708 0.8795 -0.1352 -0.34 0.03 0.46 0.151
O 2.2238 -0.5024 -0.0736 -0.12 0.46 -0.27 -0.721
H 1.5238 2.5509 -1.2873 0.62 0.30 0.24 0.211
H 2.2048 1.0917 -2.2008 -0.17 0.01 0.04 0.197
H 1.9307 1.3246 0.8461 -0.05 0.05 -0.05 0.161
H 1.3714 -0.8177 -0.4112 0.34 -0.22 0.04 0.487
C -1.9313 -0.6797 -0.7077 0.96 0.04 -0.49 -0.062
N -1.2326 -0.1676 0.2076 -0.22 -0.41 0.38 -0.394
C -1.4288 -0.7337 1.5368 -0.03 0.17 0.68 -0.460
H -1.7262 -0.3279 -1.7208 -0.41 -0.06 0.03 0.175
H -2.5780 -1.5444 -0.5593 -0.36 0.09 0.02 0.146
H -2.4491 -1.0680 1.7430 -0.15 0.01 -0.27 0.182
H -0.7865 -1.6004 1.7172 0.19 0.17 -0.21 0.208
H -1.1907 0.0143 2.2978 0.09 -0.07 -0.15 0.207
```
Positions in Å, forces in eV/Å.

The strongest force on any atom comes out at 1.08 eV Å⁻¹. The value obtained for the total energy is -7829.2641 eV. As for the energy above the lowest of the compared OMol25 structures with the same formula, charge and spin: 294.8 kJ/mol. For the frontier orbital gap, the calculation gives 10.3 eV. The lowest unoccupied orbital energy is 0.9037 eV. The HOMO energy comes out at -0.34382 Eh. Its SMILES is C=CO.C=NC.


The following is a DFT calculation (the ωB97M-V functional and the def2-TZVPD basis) of a 2-piece molecular cluster, C3H2O2 overall in a non-equilibrium geometry.

XYZ file:
```
7
Properties=species:S:1:pos:R:3:forces:R:3:nbo_charge:R:1
C 0.1603 -0.1486 0.9260 0.13 -0.01 0.11 0.218
C 1.4179 0.5952 -1.3109 0.26 0.25 0.01 1.038
C -1.0851 -0.4519 0.9848 -0.68 -0.20 0.04 -0.811
O 2.3030 1.2291 -0.9661 1.29 0.84 0.45 -0.496
O 0.5299 -0.0192 -1.6972 -1.42 -0.99 -0.64 -0.530
H -1.7627 -0.4936 0.1439 0.20 0.06 -0.37 0.292
H -1.5634 -0.7110 1.9195 0.21 0.04 0.41 0.288
```
Positions in Å, forces in eV/Å.

The strongest force on any atom comes out at 1.85 eV Å⁻¹. The value obtained for the total energy is -7235.0401 eV. As for the energy above the lowest of the compared OMol25 structures with the same formula, charge and spin: 179.7 kJ/mol. For the frontier orbital gap, the calculation gives 10.6 eV. The lowest unoccupied orbital energy is -0.5053 eV. The HOMO energy comes out at -0.40761 Eh.